No. 1
This record from the Open Molecules 2025 dataset describes a structure of composition C36H43IrN2P2S3SbSi2. The level of theory is ωB97M-V with the def2-TZVPD basis set.

The geometry in XYZ format:
```
90
Properties=species:S:1:pos:R:3:forces:R:3
Ir -0.307280 -0.284578 0.007109 0.2 -0.7 -0.9
N -0.888315 -2.538534 -1.948551 0.2 -0.4 -0.3
P -1.509909 -0.960369 -2.061629 -0.2 -0.3 0.7
C -3.299506 -1.155683 -2.351223 0.0 0.0 -0.1
C -4.139796 -0.060920 -2.203908 -0.1 0.0 0.0
C -5.489228 -0.166195 -2.522207 0.1 0.0 0.0
C -6.000085 -1.366082 -2.990001 0.0 0.0 0.0
C -5.158616 -2.460855 -3.154700 0.0 0.0 0.0
C -3.815020 -2.352788 -2.844668 0.1 0.0 0.0
C -1.133722 -0.442439 -3.778617 0.1 0.4 0.1
C -0.420641 -1.235596 -4.669815 -0.1 0.0 -0.1
C -0.258033 -0.837327 -5.991997 0.0 0.0 0.0
C -0.788272 0.364346 -6.429413 0.0 0.0 0.0
C -1.486856 1.172899 -5.540997 0.0 0.0 0.0
C -1.661727 0.770616 -4.228482 0.1 0.0 0.0
P 0.511061 -2.306998 -0.990708 -0.1 0.5 -0.4
C 1.901282 -2.029771 -2.166226 0.1 -0.1 0.1
C 1.989043 -0.815375 -2.845172 0.0 0.0 0.0
C 3.003089 -0.571015 -3.751764 0.0 0.0 0.0
C 3.975703 -1.536293 -3.984745 0.0 0.0 0.0
C 3.914301 -2.742860 -3.310062 -0.1 0.0 0.0
C 2.883953 -2.987917 -2.405934 0.0 -0.1 -0.1
C 0.929333 -3.979970 -0.425580 0.0 0.1 0.3
C 0.246102 -5.105879 -0.870660 0.1 -0.1 -0.1
C 0.620555 -6.368579 -0.432354 0.0 0.0 0.0
C 1.674439 -6.513195 0.458003 0.0 0.0 0.0
C 2.364076 -5.393001 0.903093 0.0 0.0 0.0
C 1.993323 -4.131922 0.462722 0.0 -0.1 -0.1
H -0.867445 -3.171150 -2.741306 -0.1 0.0 0.0
H -3.746559 0.877897 -1.837983 0.0 0.0 0.0
H -6.138714 0.691062 -2.399366 0.0 0.0 0.0
H -7.052843 -1.451984 -3.226974 0.0 0.0 0.0
H -5.552823 -3.398267 -3.525584 0.0 0.0 0.0
H -3.170168 -3.215335 -2.967334 0.0 0.0 0.0
H 0.030560 -2.164797 -4.354103 0.0 0.0 0.0
H 0.293925 -1.471230 -6.673772 0.0 0.0 0.0
H -0.657456 0.674109 -7.458435 0.0 0.0 0.0
H -1.900962 2.116543 -5.872007 0.0 0.0 0.0
H -2.203498 1.412733 -3.546023 0.0 0.0 0.0
H 1.251009 -0.045667 -2.662670 -0.1 -0.1 0.0
H 3.038773 0.379498 -4.269872 0.0 0.0 0.0
H 4.780591 -1.341913 -4.682541 0.0 0.0 0.0
H 4.666224 -3.503007 -3.481113 0.0 0.0 0.0
H 2.859247 -3.941115 -1.898998 0.0 0.0 0.0
H -0.600444 -5.011815 -1.538405 0.0 0.0 0.0
H 0.081158 -7.239224 -0.782442 0.0 0.0 0.0
H 1.956886 -7.498140 0.807134 0.0 0.0 0.0
H 3.192434 -5.500519 1.591298 0.0 0.0 0.0
H 2.546158 -3.264769 0.799786 0.0 0.0 0.0
C -1.295602 -4.126743 1.736697 -0.1 -0.1 -0.1
Si -0.837317 -2.547446 2.619261 -0.1 0.1 0.1
C -1.492335 -2.764350 4.365987 0.0 0.0 0.2
C 0.990704 -2.285372 2.875960 0.2 0.0 0.0
C -1.580014 -1.057104 1.759903 0.2 -0.3 -0.5
C -1.204517 0.171670 2.483837 -0.1 0.0 0.3
C -1.559800 0.651801 3.745175 0.1 0.0 0.0
C -1.064301 1.878964 4.138605 0.0 0.0 0.0
C -0.234358 2.600383 3.282236 0.0 0.0 0.0
C 0.077384 2.073694 2.048876 0.0 -0.2 0.1
N -0.411757 0.879162 1.686395 -0.3 0.7 0.4
Si -3.437837 -1.045534 1.503021 0.1 0.1 0.1
C -3.898805 0.679656 0.946955 -0.1 0.2 -0.1
C -4.452171 -1.265262 3.070118 0.0 0.0 0.2
C -3.982358 -2.461593 0.419630 0.0 -0.1 -0.1
H -0.550835 -4.908569 1.913318 0.0 0.0 0.0
H -1.404071 -3.991737 0.662674 -0.1 0.0 0.1
H -2.255339 -4.487036 2.117124 0.0 0.0 0.0
H -1.044756 -3.658879 4.811228 0.0 0.0 0.0
H -2.572688 -2.893120 4.389767 0.0 0.0 0.1
H -1.235940 -1.918742 5.009056 0.0 0.0 0.0
H 1.457482 -3.186038 3.286068 0.0 0.0 0.0
H 1.144962 -1.472062 3.592271 0.0 0.0 0.0
H 1.509616 -1.999530 1.964487 0.0 0.0 0.1
H -2.203944 0.065979 4.384478 0.0 0.0 0.0
H -1.321529 2.280224 5.110860 0.0 0.0 0.0
H 0.169119 3.562917 3.562272 0.0 0.0 0.0
H 0.717451 2.587452 1.349260 0.0 0.1 0.0
H -3.970082 1.322622 1.829872 0.0 0.0 0.0
H -4.866276 0.703840 0.441308 0.0 0.0 0.0
H -3.141347 1.110526 0.291129 0.0 0.0 0.0
H -4.274823 -0.486759 3.814888 0.0 0.0 0.0
H -4.295579 -2.234486 3.541707 -0.1 0.0 0.0
H -5.509540 -1.209456 2.788975 0.0 0.0 0.0
H -4.128521 -3.347851 1.042264 0.0 0.0 0.0
H -3.251899 -2.709942 -0.347082 0.0 -0.1 0.1
H -4.933797 -2.237198 -0.072674 0.1 0.0 0.0
S 2.630117 3.947605 -0.003820 -0.1 -0.3 -0.3
Sb 2.002020 2.076748 -1.131989 0.3 0.7 0.3
S -0.383749 1.792674 -1.140413 -0.1 0.2 -0.3
S 2.033964 0.141111 0.269457 0.2 -0.2 0.3
```
Forces are in eV/Å.

The net charge is 0. Its highest occupied orbital energy (alpha / beta) is -6.95 / -7.22 eV. The multiplicity is 2. The frontier orbital gap (alpha / beta) is 6.74 / 5.42 eV.

No. 2
This record from the Open Molecules 2025 dataset describes a cluster of 2 separate species, C36H43N4OS in total. The level of theory is ωB97M-V with the def2-TZVPD basis set.

The geometry in XYZ format:
```
85
Properties=species:S:1:pos:R:3:forces:R:3
C 1.056678 4.390479 3.849682 -0.3 0.6 0.1
N 0.789927 2.983023 3.679881 0.6 -0.4 -0.1
C 1.797685 2.098411 3.413206 1.2 0.7 -0.4
O 2.978010 2.389929 3.244683 -1.7 -0.6 0.4
C 1.173456 0.712643 3.317265 0.6 0.1 -0.7
C 1.652836 -0.256616 4.393033 -0.1 -0.2 0.5
C 3.119809 -0.581204 4.259446 0.2 -0.2 0.0
C 4.011343 -0.303585 5.298705 0.1 0.3 -0.3
C 5.389010 -0.403462 5.078593 -0.1 -0.3 -0.2
C 5.866168 -0.879183 3.847970 -0.3 0.1 0.1
C 4.961845 -1.270567 2.850901 -0.1 0.0 0.2
C 3.586428 -1.139210 3.067081 0.4 0.2 0.1
N -0.255520 1.009190 3.407098 -1.6 -2.1 -0.2
C -1.148372 0.018826 3.224983 1.9 1.3 0.0
C -2.517421 0.207852 3.300813 -2.0 -0.3 -0.1
C -3.492877 -0.718700 2.939648 1.1 0.9 0.7
C -4.873756 -0.508602 3.330504 -1.2 0.7 0.3
C -5.813106 -1.569289 3.424754 0.4 0.3 -0.2
C -7.128346 -1.334613 3.835175 0.1 0.3 -0.1
C -7.559243 -0.038204 4.148445 0.4 -0.3 -0.1
C -6.643967 1.019548 4.111151 0.1 -0.1 -0.2
C -5.337335 0.798852 3.705490 0.3 -0.6 -0.2
C -0.553250 2.427950 3.701394 -0.2 0.9 0.3
C -1.188014 2.643423 5.087021 0.1 -0.3 0.3
C -1.424548 3.121305 2.645677 0.1 -0.1 -0.4
H 2.132567 4.569235 3.777884 -0.2 -0.2 0.0
H 0.547621 4.980613 3.074113 0.2 -0.1 0.2
H 0.705526 4.724547 4.835334 0.1 0.0 -0.2
H 1.386703 0.300929 2.313540 0.0 0.2 0.4
H 1.450055 0.189854 5.379270 0.0 -0.2 -0.2
H 1.055359 -1.176112 4.298947 0.1 0.2 0.1
H 3.614977 0.036176 6.261151 0.2 0.0 -0.4
H 6.088513 -0.100386 5.863217 -0.3 -0.2 -0.3
H 6.942316 -0.955785 3.668907 -0.4 0.0 0.1
H 5.321981 -1.668697 1.897854 -0.1 0.1 0.4
H 2.865608 -1.440802 2.300784 0.3 0.1 0.1
H -0.725582 -0.982596 3.076896 -0.1 0.4 -0.3
H -2.842050 1.153533 3.738550 0.0 -0.7 -0.2
H -3.180329 -1.610424 2.387183 -0.3 0.1 0.4
H -5.485382 -2.579480 3.170763 -0.2 0.3 0.0
H -7.837617 -2.159490 3.878918 0.2 0.2 0.0
H -8.601966 0.158475 4.398085 0.3 -0.1 0.0
H -6.958712 2.031132 4.358954 0.0 -0.2 0.0
H -4.663351 1.657169 3.642587 -0.3 -0.3 0.0
H -0.488069 2.344304 5.880866 -0.2 0.1 -0.2
H -1.430696 3.710897 5.210676 0.1 -0.4 0.0
H -2.114799 2.066800 5.203169 0.3 0.3 0.1
H -0.902699 3.153720 1.678779 -0.2 -0.1 0.2
H -2.388818 2.614744 2.520833 0.3 0.3 -0.1
H -1.615561 4.154103 2.973283 0.0 -0.4 -0.2
C -0.035156 -3.795234 -3.048070 0.0 -0.1 -0.2
C -0.702968 -3.177877 -1.814666 -0.1 -0.3 0.2
C 0.381860 -2.465904 -0.994455 -0.1 0.1 0.2
C -1.839784 -2.243287 -2.246194 0.1 0.2 0.0
C -1.404703 -4.296567 -0.990788 -0.4 0.1 -0.2
C -0.541751 -5.520728 -0.778821 0.9 0.2 -0.4
C -1.142312 -6.556585 0.126400 -0.4 -0.2 0.4
N -1.910434 -5.932062 1.208309 -0.1 -0.7 -0.4
C -2.262000 -6.647157 2.355080 0.6 0.4 0.0
C -2.928196 -5.851004 3.290623 0.1 -0.8 0.3
C -3.207002 -6.358653 4.561272 0.1 0.2 -0.4
C -2.716601 -7.622159 4.902192 0.0 -0.1 -0.2
C -2.017211 -8.398267 3.967199 -0.2 0.2 -0.2
C -1.816657 -7.931916 2.663231 -0.2 0.0 0.3
S -3.163168 -4.244597 2.643398 -0.3 0.4 0.3
C -2.274337 -4.610322 1.168473 0.9 0.4 -1.0
N -1.980510 -3.737873 0.261160 -0.5 -1.1 0.4
H -0.755866 -4.390769 -3.627007 0.1 0.1 0.1
H 0.373444 -3.017913 -3.706795 -0.1 -0.1 0.1
H 0.794474 -4.453738 -2.765058 -0.1 0.2 -0.1
H -0.004843 -2.181992 -0.002995 0.1 0.0 -0.3
H 1.264023 -3.114596 -0.855601 -0.3 0.3 0.0
H 0.706999 -1.558523 -1.522440 0.0 -0.2 0.1
H -2.512465 -2.061452 -1.396282 0.2 0.1 -0.3
H -1.459887 -1.282758 -2.616710 -0.1 -0.2 0.0
H -2.413924 -2.727715 -3.050023 0.1 0.2 0.2
H -2.225861 -4.634423 -1.657114 -0.1 0.2 0.5
H -0.366636 -5.989204 -1.756544 0.0 0.1 0.3
H 0.442929 -5.216943 -0.409511 -0.1 0.0 0.1
H -1.813171 -7.215891 -0.442285 0.2 0.0 0.2
H -0.339056 -7.148769 0.584178 -0.3 0.0 -0.2
H -3.775835 -5.749764 5.258859 0.2 -0.2 0.1
H -2.866616 -8.008405 5.907372 0.0 0.1 -0.2
H -1.613857 -9.371737 4.249449 -0.2 0.3 -0.1
H -1.301210 -8.529404 1.913149 -0.1 0.1 0.3
```
Forces are in eV/Å.

The net charge is +1. Its highest occupied orbital energy is -9.92 eV. The frontier orbital gap is 5.33 eV.

No. 3
This record from the Open Molecules 2025 dataset describes a structure of composition C36H43N9O4PS3Zr. The level of theory is ωB97M-V with the def2-TZVPD basis set.

The geometry in XYZ format:
```
97
Properties=species:S:1:pos:R:3:forces:R:3
Zr 0.215360 0.850153 -0.018997 0.3 0.7 -0.2
N -1.938002 1.859755 0.494995 -0.1 0.0 0.0
C -2.348015 2.135162 1.865980 0.0 0.0 0.0
C -3.098488 3.264011 2.154681 0.0 0.0 0.0
C -3.497269 3.501717 3.462897 0.0 0.0 0.0
C -3.155910 2.607705 4.469630 0.0 0.0 0.0
C -2.403219 1.482188 4.170544 0.0 0.0 0.0
C -1.983953 1.238421 2.863889 0.0 0.0 0.0
P -0.894703 -0.133426 2.386224 0.1 -0.1 -0.1
C -1.947855 -1.591186 2.191684 0.0 0.0 0.0
C -3.315696 -1.486060 1.958912 0.0 0.0 0.0
C -4.070826 -2.629854 1.727243 0.0 0.0 0.0
C -3.464275 -3.877612 1.739197 0.0 0.0 0.0
C -2.098769 -3.985889 1.974772 0.0 0.0 0.0
C -1.336883 -2.847668 2.189593 0.0 0.0 0.0
C 0.113234 -0.503524 3.840009 0.0 0.0 0.0
C -0.401619 -1.232244 4.913514 0.0 0.1 0.0
C 0.381979 -1.461897 6.033642 0.0 0.0 0.0
C 1.683128 -0.979265 6.086338 0.0 0.0 0.0
C 2.209486 -0.277968 5.010279 0.0 0.0 0.0
C 1.426946 -0.045201 3.889488 0.0 -0.1 0.0
H -1.994950 2.722121 -0.042876 0.0 0.0 0.0
H -2.629547 1.246908 0.061290 0.0 0.0 0.0
H -3.385486 3.949241 1.364891 0.0 0.0 0.0
H -4.085626 4.379904 3.692667 0.0 0.0 0.0
H -3.476437 2.788733 5.486559 0.0 0.0 0.0
H -2.122833 0.797595 4.960834 0.0 0.0 0.0
H -3.806116 -0.518974 1.989554 0.0 0.0 0.0
H -5.137312 -2.546900 1.564658 0.0 0.0 0.0
H -4.058010 -4.767894 1.580795 0.0 0.0 0.0
H -1.627386 -4.959604 1.998844 0.0 0.0 0.0
H -0.270298 -2.938111 2.366889 0.0 0.0 0.0
H -1.410134 -1.625700 4.875551 0.0 0.0 0.0
H -0.020374 -2.025856 6.864281 0.0 0.0 0.0
H 2.293469 -1.169535 6.958887 0.0 0.0 0.0
H 3.238931 0.057228 5.040856 0.0 0.0 0.0
H 1.842870 0.432584 3.015050 0.0 0.0 0.0
N -1.039141 2.848690 -3.896736 0.0 0.0 0.0
C -2.159095 2.033448 -3.839622 0.0 0.0 0.0
C -3.251324 1.925683 -4.692869 0.0 0.0 0.0
C -4.237671 1.040603 -4.317031 0.0 0.0 0.0
C -4.133381 0.298704 -3.129753 0.0 0.0 0.0
C -3.041127 0.407556 -2.293862 0.0 0.0 0.0
C -2.022385 1.292191 -2.663946 0.0 0.1 0.0
N -0.820380 1.667850 -2.032651 -0.1 -0.1 0.1
C -0.295720 2.604517 -2.805463 0.0 0.0 0.0
C 0.937716 3.296710 -2.467543 0.0 0.0 0.0
C 1.589194 4.257595 -3.180901 0.0 0.0 0.0
S 2.975595 4.763650 -2.336577 0.0 0.0 0.0
C 2.605682 3.668051 -1.090715 0.0 0.0 0.0
N 1.521633 2.961689 -1.269651 -0.2 -0.1 0.1
H -0.852151 3.545180 -4.600063 0.0 0.0 0.0
H -3.330595 2.513849 -5.597092 0.0 0.0 0.0
H -5.113424 0.922587 -4.939803 0.0 0.0 0.0
H -4.935531 -0.375701 -2.862312 0.0 0.0 0.0
H -2.990732 -0.187581 -1.393744 0.0 0.0 0.0
H 1.333458 4.691050 -4.134684 0.0 0.0 0.0
H 3.247751 3.577114 -0.226617 0.0 0.0 0.0
N 1.907289 0.226077 -1.738639 0.0 -0.1 0.1
C 2.315644 -1.161226 -1.433094 0.0 0.0 0.0
C 3.746613 -1.537832 -1.816210 0.1 0.0 0.0
C 3.989162 -2.005883 -3.254966 0.0 0.0 0.0
C 3.711864 -3.494816 -3.482101 0.0 -0.1 0.0
N 2.303287 -3.860828 -3.650968 0.0 0.1 0.0
C 1.714571 -4.218614 -4.789699 0.0 0.0 0.0
N 2.399850 -4.353268 -5.926585 0.0 0.0 0.0
N 0.398193 -4.426447 -4.804325 0.0 0.0 0.1
C 2.098851 -1.350845 0.070099 -0.1 -0.1 -0.1
O 2.131971 -2.438972 0.571663 0.1 0.1 0.1
O 1.803645 -0.216887 0.709480 -0.1 0.0 0.0
H 1.730669 0.368834 -2.728472 -0.1 -0.1 0.0
H 2.684220 0.834148 -1.493549 0.0 0.1 -0.1
H 1.593221 -1.820142 -1.910031 0.0 0.0 0.0
H 4.065735 -2.335875 -1.141208 0.0 0.0 0.0
H 4.397449 -0.686253 -1.592487 0.0 0.0 0.0
H 5.050925 -1.865491 -3.465653 0.0 0.0 0.0
H 3.450106 -1.402823 -3.992319 0.0 0.0 0.0
H 4.102115 -4.071788 -2.642688 0.0 0.0 0.0
H 4.267610 -3.836112 -4.351745 0.0 0.0 0.0
H 1.723139 -3.907612 -2.824469 0.0 0.1 0.0
H 3.401739 -4.420887 -5.934526 0.0 0.0 0.0
H 1.925278 -4.634451 -6.768328 0.0 0.0 0.0
H -0.158409 -4.223702 -3.987431 0.0 0.0 0.0
H -0.043875 -4.885530 -5.582150 0.0 0.0 0.0
O -0.352946 -2.950270 -2.056144 0.1 -0.1 0.0
S -1.139798 -2.279335 -1.018489 -0.1 0.1 -0.1
N -0.725443 -0.913486 -0.636853 0.1 -0.2 -0.1
C 2.925832 2.933026 2.730387 0.0 0.0 0.0
S 1.367908 3.565474 2.117234 -0.2 0.1 0.0
C 0.485942 3.730045 3.655174 0.0 0.0 0.0
O 0.648464 2.406031 1.413489 0.3 -0.2 0.0
H 2.785929 2.340130 3.630306 0.0 0.0 0.0
H 3.556373 3.798712 2.935889 0.0 0.0 0.0
H 3.369802 2.326084 1.941462 0.0 0.0 0.0
H 1.042948 4.423260 4.286802 0.0 0.0 0.0
H 0.408371 2.746608 4.119080 0.0 0.0 0.0
H -0.498033 4.138455 3.430457 0.0 0.0 0.0
```
Forces are in eV/Å.

The net charge is +3. Its highest occupied orbital energy is -15.13 eV. The frontier orbital gap is 7.46 eV.

Number 1: DFT total energy -117229.666 eV. Number 2: DFT total energy -56867.640 eV. Number 3: DFT total energy -102691.220 eV.